Entry 1:
Molecular formula: CH5N7
Method: DFT, ωB97M-V with the def2-TZVPD basis set

Its lowest unoccupied orbital energy is 0.9 eV. Its SMILES is N/N=c1/[nH]nnn1N. Its spin multiplicity is 1. The calculation puts the gap between HOMO and LUMO at 9.5612 eV. The energy above the lowest of the compared OMol25 structures with the same formula, charge and spin is 8.42 kcal per mole. As for the total energy: -424.2466 Eh.

```
13
CH5N7 ωB97M-V with the def2-TZVPD basis set
N -1.911 -0.173 -0.045
N -0.939 -1.214 0.058
C 0.224 -0.722 -0.064
N 1.460 -1.316 0.015
N 2.541 -0.498 0.036
N 2.182 0.665 -0.031
N 0.729 0.635 -0.065
N 0.127 1.856 -0.022
H -2.395 -0.211 0.895
H -2.740 -0.476 -0.717
H 1.631 -2.365 -0.225
H -0.588 1.813 -0.804
H -0.321 2.006 0.970
```

List of natural (NBO) charges in e, atom by atom: number 1, N, carries -0.7099; number 2, N, carries -0.4308; number 3, C, carries 0.5020; number 4, N, carries -0.4354; number 5, N, carries -0.0143; number 6, N, carries 0.0055; number 7, N, carries -0.1769; number 8, N, carries -0.6134; number 9, H, carries 0.3501; number 10, H, carries 0.3539; number 11, H, carries 0.4261; number 12, H, carries 0.3845; number 13, H, carries 0.3583

Entry 2:
Molecular formula: CH5N7
Method: DFT, ωB97M-V with the def2-TZVPD basis set

Its lowest unoccupied orbital energy is 0.3 eV. Its spin multiplicity is 1. The calculation puts the gap between HOMO and LUMO at 8.6936 eV. The energy above the lowest of the compared OMol25 structures with the same formula, charge and spin is 76.95 kcal per mole. As for the total energy: -424.1374 Eh.

```
13
CH5N7 ωB97M-V with the def2-TZVPD basis set
C 0.251 0.764 -1.321
N 0.329 -1.576 0.206
N 1.028 -1.449 -1.142
N 0.317 -0.473 0.904
N 0.693 -0.360 -1.783
N -0.458 1.267 -0.301
N -0.365 0.543 0.784
N -0.747 1.278 1.812
H 0.132 1.534 -2.164
H 0.681 -2.393 0.838
H 0.757 -2.205 -1.744
H -1.045 2.176 1.441
H -1.573 0.893 2.469
```

List of natural (NBO) charges in e, atom by atom: number 1, C, carries 0.1079; number 2, N, carries -0.3074; number 3, N, carries -0.2479; number 4, N, carries -0.1819; number 5, N, carries -0.2972; number 6, N, carries -0.4033; number 7, N, carries 0.2303; number 8, N, carries -0.5992; number 9, H, carries 0.1781; number 10, H, carries 0.3876; number 11, H, carries 0.3660; number 12, H, carries 0.3964; number 13, H, carries 0.3705

Entry 3:
Molecular formula: CH5NO
Method: DFT, ωB97M-V with the def2-TZVPD basis set

Its lowest unoccupied orbital energy is 0.0 eV. Its spin multiplicity is 1. The calculation puts the gap between HOMO and LUMO at 9.0882 eV. The energy above the lowest of the compared OMol25 structures with the same formula, charge and spin is 82.70 kcal per mole. As for the total energy: -170.9504 Eh.

```
8
CH5NO ωB97M-V with the def2-TZVPD basis set
C 0.641 0.252 1.063
N -0.293 0.747 0.287
H 0.333 -0.391 1.907
H 1.733 0.324 0.964
H 0.202 1.573 0.897
H -1.512 -0.913 -2.196
H -0.414 -0.450 -1.162
O -0.690 -1.142 -1.760
```

List of natural (NBO) charges in e, atom by atom: number 1, C, carries 0.0241; number 2, N, carries -0.7082; number 3, H, carries 0.1400; number 4, H, carries 0.1497; number 5, H, carries 0.3990; number 6, H, carries 0.4726; number 7, H, carries 0.4809; number 8, O, carries -0.9581

Entry 4:
Molecular formula: CH5NO
Method: DFT, ωB97M-V with the def2-TZVPD basis set

Its lowest unoccupied orbital energy (alpha / beta) is -3.8 / -9.1 eV. Its spin multiplicity is 2. The charge is +1. The calculation puts the gap between HOMO and LUMO (alpha / beta) at 13.2531 / 8.0080 eV. The energy above the lowest of the compared OMol25 structures with the same formula, charge and spin is 0.00 kcal per mole. As for the total energy: -170.7358 Eh.

```
8
CH5NO ωB97M-V with the def2-TZVPD basis set
N -0.735 0.219 -0.765
C 0.056 -0.315 0.226
O 0.569 0.658 1.031
H -0.898 -0.301 -1.627
H -0.670 1.231 -0.891
H 0.784 -1.068 -0.123
H -0.603 -0.967 0.884
H 1.498 0.543 1.264
```

List of natural (NBO) charges in e, atom by atom: number 1, N, carries -0.3526; number 2, C, carries 0.0124; number 3, O, carries -0.6576; number 4, H, carries 0.4356; number 5, H, carries 0.4414; number 6, H, carries 0.2822; number 7, H, carries 0.3130; number 8, H, carries 0.5255

Entry 5:
Molecular formula: CH5NO2PS
Method: DFT, ωB97M-V with the def2-TZVPD basis set

Its lowest unoccupied orbital energy is 2.5 eV. Its spin multiplicity is 1. The charge is -1. The calculation puts the gap between HOMO and LUMO at 6.0346 eV. The energy above the lowest of the compared OMol25 structures with the same formula, charge and spin is 95.92 kcal per mole. As for the total energy: -985.8735 Eh.

```
11
CH5NO2PS ωB97M-V with the def2-TZVPD basis set
C 0.642 -0.436 -2.278
N -0.710 1.334 1.678
O 0.637 -1.496 1.672
O -2.052 -0.369 0.144
P -1.737 -0.083 1.548
S 1.329 -0.287 -3.738
H 1.092 -0.806 1.161
H 1.221 -1.082 -1.665
H -0.088 0.101 -1.709
H -0.439 1.877 0.864
H 0.106 1.247 2.322
```

List of natural (NBO) charges in e, atom by atom: number 1, C, carries -0.4006; number 2, N, carries -1.2518; number 3, O, carries -1.2527; number 4, O, carries -1.1142; number 5, P, carries 1.4624; number 6, S, carries -0.0222; number 7, H, carries 0.3882; number 8, H, carries 0.1948; number 9, H, carries 0.2216; number 10, H, carries 0.3715; number 11, H, carries 0.4029

Entry 6:
Molecular formula: CH5NO2PS
Method: DFT, ωB97M-V with the def2-TZVPD basis set

Its lowest unoccupied orbital energy (alpha / beta) is 2.7 / 2.3 eV. Its spin multiplicity is 1. The charge is -1. The calculation puts the gap between HOMO and LUMO (alpha / beta) at 6.9620 / 5.7325 eV. The energy above the lowest of the compared OMol25 structures with the same formula, charge and spin is 125.72 kcal per mole. As for the total energy: -985.8260 Eh.

```
11
CH5NO2PS ωB97M-V with the def2-TZVPD basis set
C 2.368 0.571 0.863
N -0.592 -0.055 -1.614
O -0.783 -2.337 -0.571
O -2.427 0.802 1.030
P -0.452 -0.956 -0.174
S 1.910 -0.809 0.162
H 2.398 1.607 0.298
H 2.003 0.763 1.873
H -2.552 -0.037 1.360
H -0.478 0.877 -1.249
H -1.395 -0.426 -1.978
```

List of natural (NBO) charges in e, atom by atom: number 1, C, carries -0.6766; number 2, N, carries -1.1825; number 3, O, carries -1.1092; number 4, O, carries -1.0980; number 5, P, carries 1.5386; number 6, S, carries 0.0032; number 7, H, carries 0.1644; number 8, H, carries 0.1802; number 9, H, carries 0.3988; number 10, H, carries 0.3951; number 11, H, carries 0.3859

Entry 7:
Molecular formula: CH5NO2S
Method: DFT, ωB97M-V with the def2-TZVPD basis set

Its lowest unoccupied orbital energy (alpha / beta) is -0.9 / 0.1 eV. Its spin multiplicity is 1. The calculation puts the gap between HOMO and LUMO (alpha / beta) at 7.0730 / 8.7167 eV. The energy above the lowest of the compared OMol25 structures with the same formula, charge and spin is 101.49 kcal per mole. As for the total energy: -644.3826 Eh.

```
10
CH5NO2S ωB97M-V with the def2-TZVPD basis set
C -0.009 1.899 -0.479
N -1.373 -1.615 0.642
O 2.867 -0.886 -0.203
O 1.058 1.156 -0.476
S 1.608 -0.306 0.166
H -0.776 1.796 0.296
H 0.057 2.780 -1.138
H -1.414 -2.531 0.210
H -1.532 -0.889 -0.076
H -0.486 -1.404 1.059
```

List of natural (NBO) charges in e, atom by atom: number 1, C, carries -0.0277; number 2, N, carries -1.0763; number 3, O, carries -0.8178; number 4, O, carries -0.6598; number 5, S, carries 1.1721; number 6, H, carries 0.1600; number 7, H, carries 0.1741; number 8, H, carries 0.3689; number 9, H, carries 0.3549; number 10, H, carries 0.3517

Entry 8:
Molecular formula: CH5NO2S
Method: DFT, ωB97M-V with the def2-TZVPD basis set

Its lowest unoccupied orbital energy is 0.7 eV. Its SMILES is CN[SH](=O)=O. Its spin multiplicity is 1. The calculation puts the gap between HOMO and LUMO at 11.0431 eV. The energy above the lowest of the compared OMol25 structures with the same formula, charge and spin is 54.01 kcal per mole. As for the total energy: -644.4582 Eh.

```
10
CH5NO2S ωB97M-V with the def2-TZVPD basis set
C -1.362 -0.447 -0.054
N -0.047 -0.263 0.531
S 1.286 0.626 -0.191
O 2.513 -0.044 0.045
O 0.867 1.132 -1.493
H -1.773 0.613 -0.280
H -1.376 -1.119 -0.947
H -1.800 -1.063 0.666
H 0.248 -1.117 0.952
H 1.445 1.681 0.772
```

List of natural (NBO) charges in e, atom by atom: number 1, C, carries -0.4131; number 2, N, carries -0.8551; number 3, S, carries 2.1018; number 4, O, carries -0.9268; number 5, O, carries -0.9078; number 6, H, carries 0.2203; number 7, H, carries 0.1893; number 8, H, carries 0.2078; number 9, H, carries 0.3919; number 10, H, carries -0.0083